(1)
33
Properties=species:S:1:pos:R:3:forces:R:3 method="wB97M-V/def2-TZVPD" smiles="C#CB(F)[PH2]=S.NC(N)=O.NC(N)=O.NC(N)=O" orbital_gap_ev=8.33 charge=0
C 0.251921 2.543773 -1.179605 -0.34 -0.08 -0.16
C -0.698648 3.242276 -0.960073 -0.40 0.13 -0.04
B -2.059849 3.857103 -0.939809 0.30 -0.87 0.39
F -2.253346 5.123021 -1.087674 -0.35 1.53 -0.16
P -3.657174 2.764848 -0.760669 -0.17 -0.40 -0.44
S -4.871325 2.949862 -2.288949 -0.08 0.11 -0.13
H 0.954770 1.798628 -1.407528 0.85 -0.46 0.09
H -3.183816 1.441387 -0.663438 0.02 0.12 0.42
H -4.229413 3.055089 0.498020 0.15 -0.15 0.01
N -4.448937 -0.557301 -3.033807 0.06 -0.04 0.04
C -3.378182 -1.093163 -3.687802 -0.08 0.02 0.04
N -2.547578 -0.171774 -4.268304 0.13 0.03 0.00
O -3.170166 -2.293706 -3.750510 0.06 0.03 0.01
H -4.615443 0.432616 -2.977192 -0.09 0.13 0.03
H -5.085648 -1.192783 -2.593102 -0.01 -0.04 -0.02
H -1.748836 -0.521156 -4.761446 0.00 -0.02 -0.03
H -2.705049 0.818269 -4.227445 -0.08 0.00 0.02
N 2.005922 -1.396160 1.301418 -0.14 0.12 0.02
C 1.535901 -1.036084 0.077275 -0.02 -0.16 0.03
N 0.952130 -2.035272 -0.645697 0.00 0.11 -0.06
O 1.629184 0.109470 -0.348309 0.03 -0.05 -0.03
H 1.951441 -2.325736 1.673392 0.17 -0.03 0.00
H 2.446577 -0.682773 1.850180 0.10 -0.04 0.01
H 0.593790 -1.800651 -1.552084 -0.04 -0.01 -0.01
H 0.865689 -2.977916 -0.318489 0.01 -0.01 0.03
N 5.600779 -1.245471 4.388918 0.01 -0.03 -0.02
C 4.314315 -1.665610 4.207484 0.06 0.01 0.06
N 3.362703 -0.933091 4.865956 -0.04 0.02 -0.10
O 4.032839 -2.622953 3.507299 -0.13 0.05 -0.03
H 5.855032 -0.462034 4.958564 -0.02 0.01 0.02
H 6.320613 -1.760517 3.918668 0.01 -0.02 -0.02
H 2.408072 -1.218992 4.759371 -0.02 -0.04 0.04
H 3.571744 -0.143205 5.445398 0.03 0.00 0.01

=====

(2)
14
Properties=species:S:1:pos:R:3:forces:R:3 method="wB97M-V/def2-TZVPD" smiles="O=C1C[C@@H]2CN=CN12" orbital_gap_ev=10.49 relative_energy_kcal_mol=30.2 charge=0
O -2.404414 -1.220923 -0.410427 -0.08 -0.92 -0.78
C -1.472426 -0.552415 -0.134863 -0.39 1.08 1.86
C -1.238112 0.962883 -0.043519 -1.50 -0.23 -0.13
C 0.106755 0.660491 0.455546 2.94 -1.02 1.12
C 1.323129 0.449841 -0.471012 1.99 0.86 0.03
N 1.795203 -1.001694 -0.335011 -1.67 1.41 -0.11
C 0.824296 -1.575714 0.240498 -0.04 -1.34 -0.07
N -0.290574 -0.778036 0.660118 0.62 -0.34 -0.40
H -1.738191 1.280526 0.890563 -0.73 0.32 -1.10
H -1.415804 1.500028 -0.960657 -0.08 0.61 0.09
H 0.339426 1.176046 1.427603 0.13 -0.56 -0.98
H 1.105924 0.738708 -1.527335 0.14 -0.64 0.58
H 2.239985 1.037460 -0.182714 -1.16 -0.19 -0.20
H 0.824798 -2.677206 0.391212 -0.18 0.94 0.10

=====

(3)
75
Properties=species:S:1:pos:R:3:forces:R:3 method="wB97M-V/def2-TZVPD" smiles="CCOC(=O)OC.CN(C)C=O.CN(C)C=O.CN(C)C=O.BrCCBr.BrCCBr.BrCCBr" orbital_gap_ev=9.31 charge=0
C 0.525895 5.861981 1.782431 0.28 -0.01 0.10
C 1.918632 5.496129 1.350634 0.76 0.62 -0.13
O 1.966282 4.207385 0.700647 0.44 0.09 1.23
C 1.655484 4.203596 -0.571929 0.22 -0.56 1.08
O 1.287248 5.140542 -1.194051 -0.61 1.73 -1.32
O 1.805095 2.983894 -1.037941 0.39 -0.84 -0.07
C 1.533317 2.914612 -2.425261 -0.10 -0.45 -0.62
H -0.116308 6.032217 0.923067 0.03 -0.08 0.10
H 0.559745 6.775961 2.378224 0.00 0.02 -0.03
H 0.138616 5.063746 2.413388 -0.24 -0.01 -0.07
H 2.611824 5.441486 2.192204 -0.22 -0.42 0.05
H 2.368048 6.255516 0.691860 -0.37 -0.30 -0.06
H 0.482567 3.122728 -2.587844 -0.07 0.06 -0.29
H 1.763996 1.905293 -2.751646 0.00 -0.11 0.12
H 2.155075 3.613452 -2.978742 -0.07 0.11 -0.02
C 4.094697 -1.574685 4.425707 1.37 -0.06 1.84
N 3.521153 -0.429298 3.825853 0.30 -0.60 -0.44
C 4.201073 0.089157 2.682047 0.45 1.06 -0.08
C 2.367956 0.072220 4.282733 0.83 -1.70 0.80
O 1.862458 1.062186 3.883121 -1.65 2.36 -0.93
H 5.165464 -1.391202 4.618465 -0.10 -0.03 -0.42
H 4.020711 -2.509664 3.889693 -0.32 -0.19 -0.24
H 3.742990 -1.648364 5.465322 -0.41 -0.44 -0.42
H 5.261854 0.204724 2.923865 0.00 -0.12 -0.10
H 4.100389 -0.546499 1.811165 -0.08 -0.22 -0.23
H 3.829345 1.088992 2.458249 -0.17 -0.13 -0.09
H 1.960871 -0.564307 5.083426 -0.20 0.10 0.25
C -3.652264 -0.786851 -1.770790 0.27 0.12 -0.28
N -4.174302 -1.433859 -0.603437 -0.60 -0.49 0.81
C -3.316098 -1.474039 0.573132 0.46 0.21 -0.81
C -5.432808 -1.946440 -0.574585 -0.50 0.15 -0.87
O -6.255468 -1.892035 -1.486936 0.91 -0.01 0.78
H -2.692337 -1.242117 -2.025202 0.00 0.19 -0.13
H -3.498581 0.281590 -1.604814 0.03 0.04 0.01
H -4.344567 -0.921848 -2.591981 -0.12 -0.01 -0.09
H -2.293231 -1.671573 0.218093 -0.22 -0.17 0.19
H -3.257106 -0.500677 1.067491 -0.23 -0.12 0.16
H -3.603473 -2.271925 1.247653 -0.18 0.03 0.17
H -5.671123 -2.457416 0.371504 0.10 0.05 0.09
C -0.164886 -4.461315 -4.782422 -0.56 -0.83 0.00
N -0.571203 -3.438125 -3.841729 0.12 -0.27 -0.45
C -1.194495 -3.866676 -2.612446 0.27 -0.05 0.00
C -0.324817 -2.137336 -4.083976 0.01 -0.22 -0.18
O -0.612738 -1.217463 -3.347526 0.00 0.31 0.24
H -1.017199 -5.077275 -5.128387 0.06 0.43 0.23
H 0.516635 -5.191821 -4.321851 0.13 0.42 -0.08
H 0.264075 -4.027888 -5.679733 0.26 0.14 0.09
H -2.169098 -4.318454 -2.802937 -0.04 0.00 0.03
H -0.539422 -4.592929 -2.123962 -0.21 0.08 0.04
H -1.305211 -2.987852 -1.984565 -0.07 -0.06 0.13
H 0.171934 -1.993838 -5.054718 0.06 0.13 -0.04
Br -2.790586 5.508512 1.006772 -0.42 -0.08 0.00
C -3.127436 4.725374 -0.753269 0.82 -0.01 0.28
C -1.790609 4.592540 -1.427361 0.44 0.41 -0.55
Br -2.053154 4.117891 -3.311682 -0.09 -0.02 0.13
H -3.739956 5.420313 -1.301288 -0.40 0.04 -0.01
H -3.593290 3.767923 -0.571747 -0.27 -0.06 -0.13
H -1.113580 3.852554 -1.031455 -0.25 -0.36 0.27
H -1.220290 5.518620 -1.430069 -0.26 0.10 -0.11
Br 0.408268 -6.113779 -0.022379 -0.23 -0.09 0.18
C 0.843231 -4.742783 1.287286 0.68 0.56 -0.73
C 1.056775 -5.363108 2.614746 -0.67 -0.69 0.55
Br 1.544053 -4.051307 3.957203 -0.09 0.06 -0.09
H 0.098072 -3.956723 1.303865 -0.38 -0.20 -0.08
H 1.730070 -4.293523 0.868065 0.30 0.08 0.16
H 1.812707 -6.133824 2.640626 0.28 0.01 -0.18
H 0.118187 -5.823404 2.917764 0.06 0.06 0.34
Br -1.169237 1.712256 0.727966 -0.07 -0.08 0.11
C 0.188578 0.341105 0.909147 1.25 0.14 -0.48
C 0.316145 -0.416442 -0.419965 -0.58 -0.36 1.23
Br 1.761757 -1.729678 -0.328976 0.20 0.35 -0.05
H 0.000453 -0.235796 1.808103 -0.40 -0.32 -0.22
H 1.128295 0.865015 1.115732 -0.27 0.11 -0.12
H 0.477125 0.258075 -1.241000 0.19 0.05 -0.31
H -0.532272 -1.063445 -0.608650 -0.18 0.35 -0.22

=====

(4)
15
Properties=species:S:1:pos:R:3:forces:R:3 method="wB97M-V/def2-TZVPD" orbital_gap_ev=9.27 relative_energy_kcal_mol=60.6 charge=0
C 1.685309 -0.375739 -0.912908 0.07 0.03 -0.06
C 0.478924 -0.440391 0.030825 0.00 0.00 0.07
C -0.428469 0.791138 -0.134253 0.09 0.08 -0.02
N -1.673427 0.687124 0.633214 -0.27 -0.03 0.37
C -1.864432 0.858267 1.921631 0.37 0.02 -0.48
C -0.284803 -1.677805 -0.198504 -0.49 -0.79 -0.18
N -0.885606 -2.645191 -0.399017 0.55 0.91 0.16
H 1.358884 -0.445471 -1.955410 0.05 0.02 0.15
H 2.219603 0.570314 -0.779895 -0.09 -0.12 0.01
H 2.382208 -1.194576 -0.717930 -0.12 0.10 -0.02
H 0.822072 -0.465431 1.072796 -0.06 -0.02 -0.13
H -0.677443 0.931207 -1.191786 0.03 -0.04 0.13
H 0.117134 1.676938 0.206920 -0.06 -0.15 -0.05
H -2.478940 0.403953 0.084171 0.09 0.00 0.07
H -0.864240 1.139143 2.331667 -0.15 0.01 -0.02

=====

(5)
7
Properties=species:S:1:pos:R:3:forces:R:3 method="wB97M-V/def2-TZVPD" orbital_gap_ev="9.64 / 7.20" relative_energy_kcal_mol=99.7 charge=+1
N -0.004961 0.363600 -0.065811 -1.27 2.99 -1.11
P -3.054967 0.096963 -0.057602 -1.13 -1.94 0.50
Cl -3.583148 -1.001477 -1.646305 0.56 0.65 0.21
Cl -4.048910 -0.932352 1.415047 1.00 0.81 -0.58
Cl -3.865749 1.851341 -0.141378 0.05 0.54 -0.14
H 0.466487 -0.448821 0.176540 1.52 -1.98 0.58
H 0.665951 1.086766 -0.446580 -0.74 -1.08 0.54

=====

(6)
42
Properties=species:S:1:pos:R:3:forces:R:3 method="wB97M-V/def2-TZVPD" orbital_gap_ev=10.26 relative_energy_kcal_mol=33.5 charge=0
O 11.181000 -14.495000 13.563000 -0.28 0.23 1.31
H 11.648000 -14.259000 14.404000 -0.49 -0.41 -1.14
H 10.319000 -14.867000 13.854000 0.86 0.32 -0.34
O 8.663000 -19.093000 11.772000 0.84 1.55 -0.45
H 8.449000 -18.681000 12.638000 -0.19 -0.52 -0.23
H 9.079000 -18.345000 11.267000 -0.63 -1.30 0.52
O 7.501000 -18.340000 14.149000 -0.58 1.06 -1.15
H 7.179000 -17.424000 14.299000 -0.10 -0.40 -0.57
H 7.576000 -18.533000 15.055000 0.46 -1.25 2.00
O 11.792000 -17.637000 12.924000 -0.21 1.66 -0.71
H 11.589000 -18.520000 13.165000 -0.01 -1.50 0.13
H 12.233000 -17.636000 12.065000 -0.02 -0.29 0.22
O 9.934000 -17.696000 18.630000 0.59 0.66 -1.86
H 9.584000 -17.959000 19.445000 -0.51 -0.67 2.05
H 9.128000 -17.432000 18.142000 0.11 -0.29 -0.13
O 13.822000 -19.324000 14.709000 -0.54 0.69 -0.15
H 13.040000 -18.959000 15.178000 0.55 0.42 -0.30
H 13.761000 -20.210000 15.031000 0.49 -1.17 0.07
O 11.940000 -15.858000 17.502000 -0.83 -1.37 1.55
H 11.750000 -15.694000 16.589000 0.18 0.00 -1.04
H 11.343000 -16.624000 17.737000 0.70 1.34 -0.07
O 8.972000 -14.711000 17.254000 -0.43 0.97 2.18
H 9.372000 -14.706000 18.172000 -0.51 0.00 -1.71
H 9.423000 -15.404000 16.802000 1.06 -1.02 -0.75
O 7.408000 -17.221000 17.620000 0.29 -0.50 -0.35
H 7.686000 -16.515000 17.029000 -0.01 0.17 -0.24
H 7.076000 -16.731000 18.361000 -0.49 0.33 0.68
O 9.132000 -16.363000 13.087000 0.75 0.74 0.84
H 9.815000 -16.813000 12.578000 -0.07 0.06 -0.34
H 8.282000 -16.295000 12.687000 -0.53 -0.31 -0.98
O 13.073000 -16.148000 14.913000 -0.51 0.22 -0.17
H 12.652000 -16.508000 14.116000 -0.10 0.14 0.12
H 13.955000 -16.495000 14.881000 0.74 -0.26 0.17
O 6.390000 -16.064000 15.123000 -0.02 -0.63 0.22
H 7.065000 -15.409000 15.079000 1.21 0.99 0.31
H 5.738000 -15.691000 14.553000 -1.19 0.22 -0.60
O 11.817000 -18.742000 16.348000 -0.15 -0.32 0.08
H 12.287000 -18.409000 17.136000 -0.40 -0.30 -0.31
H 11.500000 -19.651000 16.483000 0.17 0.56 0.50
O 9.887000 -16.925000 15.544000 0.57 0.09 2.61
H 9.578000 -16.919000 14.669000 -0.73 -0.04 -2.11
H 10.548000 -17.628000 15.645000 -0.03 0.17 0.12